Entry 1:
Entry from OMol25: 3 unconnected molecules or ions with the total composition C6H10O (ωB97M-V/def2-TZVPD).

Geometry (Å):
H 1.392 -0.977 -1.708
O 1.181 -1.652 1.579
C 1.190 -1.570 -0.824
C -2.544 0.877 0.728
H -1.213 -0.680 1.262
H -2.113 -0.895 -0.340
H -2.358 1.485 1.610
H 1.769 -0.033 0.520
C 0.606 1.990 -0.899
H -0.326 1.597 -0.540
C 1.665 2.411 -1.286
C 1.401 -1.046 0.381
H 2.600 2.792 -1.634
H 0.814 -2.582 -0.960
C -1.931 -0.288 0.544
H 0.884 -2.557 1.416
H -3.257 1.270 0.007

Properties
- multiplicity = 1
- SMILES = C=CO.C#C.C=C
- F_max (eV Å⁻¹) = 0.5
- E_HOMO (eV) = -9.11
- E_tot (Ha) = -309.708660
- Kohn-Sham gap (Eh) = 0.3694
- relative energy (zero: lowest compared OMol25 entry of this formula, charge and spin) (kJ/mol) = 351.1
- LUMO energy (eV) = 0.944

How positive or negative is each atom? The natural (NBO) charges in e answer that: atom 1 (H): 0.224, atom 2 (O): -0.681, atom 3 (C): -0.553, atom 4 (C): -0.406, atom 5 (H): 0.204, atom 6 (H): 0.196, atom 7 (H): 0.197, atom 8 (H): 0.195, atom 9 (C): -0.251, atom 10 (H): 0.250, atom 11 (C): -0.242, atom 12 (C): 0.155, atom 13 (H): 0.235, atom 14 (H): 0.192, atom 15 (C): -0.386, atom 16 (H): 0.474, atom 17 (H): 0.196

---

Entry 2:
Entry from OMol25: a single C7H12S molecule in a non-equilibrium geometry (ωB97M-V/def2-TZVPD).

Geometry (Å):
H -0.034 2.735 0.002
C 0.624 -0.541 0.142
H 2.977 -0.113 -1.439
H 0.696 -0.637 -0.950
S 3.443 -0.447 -0.246
H -1.078 -0.570 1.512
H -1.330 -1.786 -1.257
C 1.973 -0.246 0.719
H -1.560 -2.674 0.271
H 0.610 1.044 1.613
C -0.889 -0.547 0.428
C -1.662 -1.688 -0.232
H 2.268 -0.469 1.726
C -1.226 0.867 -0.227
H 0.503 1.736 -1.336
C 0.972 0.884 0.608
C 0.107 1.711 -0.332
H -2.743 -1.428 -0.241
H -1.732 0.741 -1.193
H -1.921 1.426 0.433

Properties
- multiplicity = 1
- SMILES = C[C@@H]1CC[C@@H]2[C@H](S)[C@H]21
- F_max (eV Å⁻¹) = 1.0
- E_HOMO (eV) = -8.57
- E_tot (Ha) = -671.993427
- Kohn-Sham gap (Eh) = 0.3500
- relative energy (zero: lowest compared OMol25 entry of this formula, charge and spin) (kJ/mol) = 324.2
- LUMO energy (eV) = 0.951

How positive or negative is each atom? The natural (NBO) charges in e answer that: atom 1 (H): 0.212, atom 2 (C): -0.247, atom 3 (H): 0.111, atom 4 (H): 0.185, atom 5 (S): 0.019, atom 6 (H): 0.207, atom 7 (H): 0.201, atom 8 (C): -0.309, atom 9 (H): 0.215, atom 10 (H): 0.190, atom 11 (C): -0.196, atom 12 (C): -0.605, atom 13 (H): 0.241, atom 14 (C): -0.409, atom 15 (H): 0.206, atom 16 (C): -0.253, atom 17 (C): -0.390, atom 18 (H): 0.206, atom 19 (H): 0.208, atom 20 (H): 0.210

---

Entry 3:
Entry from OMol25: a single C18H30N6O3 molecule in a non-equilibrium geometry (ωB97M-V/def2-TZVPD).

Geometry (Å):
H -3.795 0.936 -1.858
H 1.493 3.772 -1.278
C -4.001 1.490 1.032
C 3.645 -0.378 -0.193
H -0.736 -3.949 3.175
N 4.240 0.798 0.275
H -5.405 2.875 1.903
H 5.872 -0.352 0.789
O 4.213 -1.455 -0.136
H -0.667 -2.354 2.412
H 5.582 1.053 1.858
H 0.938 3.535 0.391
C -1.971 0.148 0.775
H -0.013 -4.991 0.996
N 1.397 -0.939 -1.303
H 1.806 -2.670 0.624
H -1.841 -1.769 -0.230
C 5.580 0.694 0.830
C -2.389 -0.833 -0.331
H 2.667 -2.491 -1.746
H 0.987 -2.710 -2.314
C 1.811 3.537 -0.263
C -0.911 -0.629 -2.286
C -2.317 1.990 -0.673
N 0.571 1.124 -1.315
N 2.442 2.236 -0.246
C 1.613 -2.350 -1.497
C -2.703 1.034 -1.815
C 2.341 -0.119 -0.716
C 3.707 2.081 0.278
H -3.709 3.223 2.275
H -4.362 3.603 0.683
H 0.809 -3.305 2.623
H 1.727 -4.165 -0.340
N -2.599 1.451 0.649
H -2.845 2.936 -0.794
C -0.502 -4.007 1.041
H -3.462 -1.042 -0.234
C -0.253 -3.360 2.401
H 2.540 4.265 0.088
H -0.864 -1.720 -2.349
H -0.938 -0.223 -3.304
O -0.083 -3.217 -0.053
H -0.889 0.308 0.731
O 4.336 3.017 0.723
C 1.314 -3.151 -0.230
H -1.242 2.177 -0.725
H -4.136 0.795 1.865
H -4.680 1.175 0.224
H 6.269 1.305 0.247
C 0.349 -0.143 -1.628
C -4.395 2.889 1.501
H -2.215 -0.270 1.755
H -2.364 1.448 -2.765
C 1.790 1.151 -0.741
H -1.576 -4.143 0.887
N -2.175 -0.311 -1.669

Properties
- multiplicity = 1
- SMILES = CCOCCn1c(CN2CCN(CC)CC2)nc2c1c(=O)n(C)c(=O)n2C
- F_max (eV Å⁻¹) = 1.4
- E_HOMO (eV) = -7.44
- E_tot (Ha) = -1258.184932
- Kohn-Sham gap (Eh) = 0.2995
- relative energy (zero: lowest compared OMol25 entry of this formula, charge and spin) (kJ/mol) = 36.7
- LUMO energy (eV) = 0.710

How positive or negative is each atom? The natural (NBO) charges in e answer that: atom 1 (H): 0.185, atom 2 (H): 0.212, atom 3 (C): -0.215, atom 4 (C): 0.656, atom 5 (H): 0.218, atom 6 (N): -0.453, atom 7 (H): 0.205, atom 8 (H): 0.241, atom 9 (O): -0.635, atom 10 (H): 0.213, atom 11 (H): 0.214, atom 12 (H): 0.210, atom 13 (C): -0.230, atom 14 (H): 0.165, atom 15 (N): -0.306, atom 16 (H): 0.186, atom 17 (H): 0.227, atom 18 (C): -0.417, atom 19 (C): -0.258, atom 20 (H): 0.246, atom 21 (H): 0.218, atom 22 (C): -0.415, atom 23 (C): -0.251, atom 24 (C): -0.261, atom 25 (N): -0.521, atom 26 (N): -0.410, atom 27 (C): -0.234, atom 28 (C): -0.234, atom 29 (C): -0.101, atom 30 (C): 0.795, atom 31 (H): 0.211, atom 32 (H): 0.199, atom 33 (H): 0.208, atom 34 (H): 0.176, atom 35 (N): -0.456, atom 36 (H): 0.194, atom 37 (C): -0.057, atom 38 (H): 0.186, atom 39 (C): -0.642, atom 40 (H): 0.249, atom 41 (H): 0.212, atom 42 (H): 0.221, atom 43 (O): -0.556, atom 44 (H): 0.194, atom 45 (O): -0.631, atom 46 (C): -0.067, atom 47 (H): 0.235, atom 48 (H): 0.191, atom 49 (H): 0.162, atom 50 (H): 0.213, atom 51 (C): 0.404, atom 52 (C): -0.608, atom 53 (H): 0.194, atom 54 (H): 0.202, atom 55 (C): 0.368, atom 56 (H): 0.189, atom 57 (N): -0.442

---

Entry 4:
Entry from OMol25: a gas-phase ion, C7H19N3 (charge +2) in a non-equilibrium geometry (ωB97M-V/def2-TZVPD).

Geometry (Å):
C 2.322 -0.130 -0.137
H 1.599 2.292 0.719
H 0.164 -1.316 -1.995
H 0.565 -2.343 -0.748
H 3.877 -0.770 1.330
N 0.922 0.564 -0.358
H -1.931 0.574 -0.961
C -3.907 0.080 0.377
H 0.238 1.409 1.520
H -2.313 -0.926 1.524
H -4.026 0.667 -0.581
H 2.316 -1.464 1.653
C 2.811 -0.544 1.229
H -0.057 2.365 -0.014
H 2.538 0.195 2.065
H -1.040 -2.234 -1.125
H 3.052 0.620 -0.404
H -4.694 -0.720 0.240
H 1.827 0.953 -2.123
C -0.239 -0.446 -0.091
N -1.570 0.120 -0.036
H 2.371 -1.016 -0.794
H -4.109 0.690 1.352
C -0.118 -1.631 -1.064
H 0.325 1.727 -1.934
N 0.885 0.861 -1.671
C 0.714 1.683 0.511
C -2.521 -0.340 0.683
H -0.002 -0.923 0.836

Properties
- multiplicity = 1
- SMILES = C/C=[NH+]/[C@@H](C)[N@+](C)(N)CC
- F_max (eV Å⁻¹) = 5.4
- E_HOMO (eV) = -18.69
- E_tot (Ha) = -441.650811
- Kohn-Sham gap (Eh) = 0.3796
- relative energy (zero: lowest compared OMol25 entry of this formula, charge and spin) (kJ/mol) = 252.1
- LUMO energy (eV) = -8.364
- charge = +2

How positive or negative is each atom? The natural (NBO) charges in e answer that: atom 1 (C): -0.220, atom 2 (H): 0.278, atom 3 (H): 0.257, atom 4 (H): 0.252, atom 5 (H): 0.300, atom 6 (N): -0.068, atom 7 (H): 0.452, atom 8 (C): -0.723, atom 9 (H): 0.251, atom 10 (H): 0.242, atom 11 (H): 0.260, atom 12 (H): 0.231, atom 13 (C): -0.675, atom 14 (H): 0.232, atom 15 (H): 0.239, atom 16 (H): 0.258, atom 17 (H): 0.247, atom 18 (H): 0.325, atom 19 (H): 0.427, atom 20 (C): 0.116, atom 21 (N): -0.475, atom 22 (H): 0.255, atom 23 (H): 0.310, atom 24 (C): -0.651, atom 25 (H): 0.406, atom 26 (N): -0.680, atom 27 (C): -0.455, atom 28 (C): 0.364, atom 29 (H): 0.246

---

Entry 5:
Entry from OMol25: a molecular structure, C2H5ClN2O2 in a non-equilibrium geometry (ωB97M-V/def2-TZVPD).

Geometry (Å):
N -2.814 -0.893 -0.083
O -3.914 -0.787 0.237
H 1.153 1.450 1.041
H 0.627 -0.274 1.220
Cl -1.756 1.081 0.385
C 0.803 0.543 0.517
O -2.243 -1.717 -0.718
H 1.840 0.678 -1.194
C 1.887 -0.051 -0.430
H 1.828 -1.167 -0.703
H 2.839 0.043 -0.045
N -0.250 1.094 -0.228

Properties
- multiplicity = 1
- F_max (eV Å⁻¹) = 3.5
- E_HOMO (spin up / spin down) (eV) = -9.41 / -9.46
- E_tot (Ha) = -799.135361
- Kohn-Sham gap (spin up / spin down) (Eh) = 0.3163 / 0.3106
- relative energy (zero: lowest compared OMol25 entry of this formula, charge and spin) (kJ/mol) = 443.1
- LUMO energy (spin up / spin down) (eV) = -0.808 / -1.009

How positive or negative is each atom? The natural (NBO) charges in e answer that: atom 1 (N): 0.512, atom 2 (O): -0.296, atom 3 (H): 0.220, atom 4 (H): 0.199, atom 5 (Cl): 0.307, atom 6 (C): -0.302, atom 7 (O): -0.318, atom 8 (H): 0.222, atom 9 (C): -0.607, atom 10 (H): 0.220, atom 11 (H): 0.210, atom 12 (N): -0.369